Density functional theory data (ωB97M-V with the def2-TZVPD basis set) for a molecular structure, C23H40AlBO11 at a distorted geometry.

XYZ file:
```
76
Properties=species:S:1:pos:R:3:forces:R:3:lowdin_charge:R:1
Al 16.462 31.298 -2.994 2.37 -1.24 0.03 1.341
B 18.749 30.153 -1.845 -0.23 0.81 -0.44 -0.367
H 17.912 29.380 -2.112 -0.96 -2.17 -1.05 0.017
H 19.241 30.433 -2.856 -0.34 0.80 -1.95 0.013
H 18.339 31.118 -1.344 0.08 2.15 0.69 -0.002
H 19.557 29.703 -1.158 -0.01 -1.10 2.06 0.035
O 17.551 26.036 1.152 -0.15 0.26 -0.80 0.155
C 18.557 26.658 0.936 -0.29 -1.24 0.99 -0.473
O 19.113 27.355 1.934 0.12 0.68 0.20 0.070
C 20.436 27.773 1.596 0.59 0.37 0.03 -0.139
C 20.787 26.875 0.414 0.29 1.02 -0.25 -0.115
C 19.431 26.718 -0.313 0.04 0.35 0.93 -0.066
H 21.091 27.773 2.470 -0.19 -1.13 0.13 0.141
H 20.542 28.844 1.387 -1.01 0.02 -0.64 0.101
H 21.119 25.896 0.757 0.13 0.01 -0.10 0.135
H 21.577 27.397 -0.129 0.02 -0.48 -0.39 0.093
H 19.360 25.885 -1.005 -0.20 -0.24 0.35 0.123
H 19.005 27.601 -0.798 0.65 0.19 -0.26 0.085
O 18.727 33.109 -3.087 -0.12 -0.26 0.45 0.015
C 19.161 34.114 -3.613 -0.86 0.67 -0.59 -0.435
O 18.736 34.470 -4.830 0.16 -0.55 0.46 0.045
C 19.317 35.728 -5.203 -0.62 1.23 -1.71 -0.142
C 20.542 35.909 -4.377 0.42 -0.13 0.50 -0.135
C 20.114 35.176 -3.124 1.59 -0.49 1.08 -0.063
H 18.571 36.513 -5.054 -0.01 -0.11 0.23 0.142
H 19.501 35.698 -6.277 0.03 -0.16 0.08 0.139
H 20.837 36.927 -4.132 -0.26 0.12 -0.35 0.137
H 21.402 35.423 -4.840 -0.06 -0.05 0.03 0.130
H 19.728 35.839 -2.347 -0.69 -0.14 -0.22 0.149
H 20.997 34.756 -2.637 -0.22 -0.41 0.04 0.114
O 18.055 29.904 -5.035 -0.22 0.28 0.87 0.068
C 19.051 29.895 -5.739 -1.44 -0.45 -1.33 -0.455
O 19.330 28.792 -6.426 0.18 0.40 0.85 0.071
C 20.494 29.016 -7.255 -0.22 0.13 -1.00 -0.104
C 20.610 30.523 -7.359 1.38 0.85 0.63 -0.120
C 19.978 31.053 -6.077 -1.41 -1.85 0.44 -0.034
H 20.234 28.635 -8.241 0.21 -0.44 0.17 0.140
H 21.362 28.513 -6.835 -0.13 0.01 0.10 0.122
H 20.143 30.915 -8.260 -0.20 0.02 0.15 0.131
H 21.655 30.835 -7.360 0.02 -0.10 -0.35 0.131
H 19.337 31.926 -6.158 0.49 0.34 0.28 0.131
H 20.540 30.932 -5.142 0.84 1.11 -0.31 0.140
O 19.848 31.378 1.942 -0.10 -0.38 -0.85 0.157
C 20.609 31.977 1.233 0.01 0.47 0.79 -0.458
O 21.063 33.179 1.614 -0.20 0.34 -0.05 0.060
C 22.169 33.621 0.842 0.81 0.64 -0.28 -0.144
C 22.313 32.700 -0.365 -0.50 -0.83 0.55 -0.118
C 21.316 31.560 -0.045 0.65 0.20 -0.26 -0.066
H 23.049 33.629 1.485 -0.04 -0.11 0.02 0.136
H 22.034 34.638 0.476 -0.37 0.09 0.46 0.126
H 23.317 32.290 -0.432 0.05 0.27 -0.30 0.118
H 22.020 33.239 -1.261 0.20 -0.21 -0.18 0.089
H 21.853 30.650 0.230 -0.16 -0.19 -0.28 0.114
H 20.634 31.395 -0.877 -0.13 -0.20 0.31 0.075
O 15.990 28.470 -3.031 0.23 0.69 0.22 0.035
C 15.613 27.415 -2.541 -0.16 -0.09 -0.29 -0.440
O 15.133 26.434 -3.279 -0.62 0.62 -0.67 0.089
C 14.762 25.308 -2.446 2.06 -0.90 0.54 -0.080
C 15.726 25.542 -1.276 -1.15 -1.26 0.81 -0.151
C 15.622 27.010 -1.091 0.07 0.83 -0.02 -0.067
H 15.073 24.384 -2.930 -0.32 0.21 -0.54 0.139
H 13.704 25.244 -2.204 -0.01 0.56 -0.04 0.144
H 16.765 25.318 -1.522 -0.15 -0.36 -0.24 0.124
H 15.432 24.928 -0.423 0.19 0.23 0.16 0.140
H 16.427 27.438 -0.502 -0.13 0.26 -0.10 0.110
H 14.650 27.354 -0.720 0.04 -0.12 0.29 0.160
C 20.875 27.538 -3.230 -0.68 1.53 -0.79 0.041
C 22.127 28.358 -3.424 1.66 -0.78 -0.23 -0.432
O 22.612 28.524 -4.520 -0.97 0.11 -0.33 0.125
C 22.997 28.889 -2.308 -0.04 1.06 1.24 0.007
H 20.390 27.358 -4.190 0.50 -0.57 -0.14 0.094
H 20.213 28.340 -2.864 -0.24 -0.32 0.92 0.063
H 20.953 26.654 -2.609 0.10 0.20 0.20 0.094
H 23.249 29.937 -2.487 0.26 -0.17 -0.74 0.091
H 23.919 28.310 -2.292 -0.01 0.00 -0.10 0.109
H 22.645 29.006 -1.279 -0.62 -0.91 -0.12 0.053
```
Forces are in eV/Å.

As for the relative energy (zero: lowest compared OMol25 entry of this formula, charge and spin): 0.00 kcal/mol. The calculation puts the largest force on an atom at 0.0520 Eh/bohr. The calculation puts the total energy at -54272.2118 eV. Its LUMO energy is -12.2 eV. As for the charge: +2. The calculation puts the HOMO-LUMO gap at 2.555 eV. As for the spin multiplicity: 1.